Computed, not measured: a molecular structure, C38H45BiBrN6O2Si, with the ωB97M-V functional and the def2-TZVPD basis.

For the HOMO-LUMO gap, the calculation gives 7.1 eV. As for the total charge: +1.

Each line ends with the Löwdin charge.
Positions of all 94 atoms, in Å:
1 Bi 0.0085 -0.4841 -2.4944  1.835
2 Br 6.3423 2.2129 4.5396  0.758
3 C 5.7035 3.2240 3.0824  -0.698
4 C 4.3419 3.2646 2.8297  -0.118
5 C 3.8740 3.9915 1.7476  -0.028
6 C 4.7623 4.6972 0.9423  -0.282
7 C 6.1151 4.6923 1.2395  -0.023
8 C 6.5959 3.9296 2.2954  -0.111
9 N 4.2989 5.6012 -0.0909  0.098
10 N 3.4483 5.2281 -0.9187  0.085
11 C 3.1670 3.8266 -1.1228  -0.229
12 C 4.1326 2.8716 -1.3050  0.008
13 C 3.8271 1.5745 -1.7650  0.031
14 C 2.5304 1.2074 -2.0175  -0.349
15 O 2.1614 0.0106 -2.4705  -0.329
16 C 1.5202 2.1752 -1.7819  -0.152
17 N 0.2340 1.7586 -1.9551  -0.044
18 C -0.7712 2.5920 -1.7448  -0.103
19 C -0.5522 3.9269 -1.3891  -0.010
20 C 0.7315 4.3697 -1.2081  0.042
21 C 1.8179 3.4845 -1.3822  -0.092
22 H 3.6536 2.7382 3.4784  0.094
23 H 2.8103 4.0413 1.5472  0.117
24 H 6.7952 5.2708 0.6237  0.122
25 H 7.6550 3.9014 2.5143  0.107
26 H 5.1668 3.1304 -1.1198  0.124
27 H 4.6190 0.8516 -1.9285  0.127
28 H -1.7726 2.1896 -1.8444  0.076
29 H -1.4002 4.5843 -1.2569  0.121
30 H 0.9339 5.3993 -0.9371  0.126
31 C 0.2450 0.5198 4.8384  -0.087
32 C 1.4114 -0.2718 4.2359  -0.203
33 C 1.3714 -0.2850 2.7607  -0.163
34 N 1.3534 -0.2954 1.6125  0.178
35 H 0.3242 0.5142 5.9256  0.082
36 H -0.7101 0.0817 4.5535  0.072
37 H 0.2613 1.5545 4.4961  0.074
38 H 1.3819 -1.3095 4.5677  0.121
39 H 2.3699 0.1418 4.5453  0.113
40 C -4.2158 1.6050 -1.5905  -0.079
41 C -4.2562 0.0641 -1.5934  -0.596
42 C -4.0559 -0.4416 -3.0294  -0.088
43 C -5.6392 -0.3893 -1.0890  -0.078
44 Si -2.9334 -0.6731 -0.4683  0.503
45 O -1.4018 -0.2826 -0.9698  -0.560
46 C -3.1412 -2.5512 -0.5447  -0.205
47 C -2.4357 -3.2636 -1.5241  -0.138
48 C -2.5882 -4.6315 -1.7124  -0.084
49 C -3.4809 -5.3360 -0.9176  -0.074
50 C -4.2163 -4.6603 0.0471  -0.067
51 C -4.0486 -3.2925 0.2283  -0.084
52 C -3.0780 0.1094 1.2254  -0.209
53 C -2.3008 1.2433 1.4900  -0.108
54 C -2.4496 1.9668 2.6642  -0.093
55 C -3.3710 1.5593 3.6207  -0.087
56 C -4.1402 0.4253 3.3952  -0.074
57 C -4.0002 -0.2852 2.2071  -0.083
58 H -5.1751 2.0068 -1.9336  0.092
59 H -3.4528 1.9881 -2.2782  0.056
60 H -4.0252 2.0206 -0.5942  0.079
61 H -4.7927 0.0121 -3.7019  0.093
62 H -4.1671 -1.5290 -3.0985  0.081
63 H -3.0614 -0.1798 -3.4197  0.051
64 H -6.4202 0.0024 -1.7505  0.091
65 H -5.8399 -0.0111 -0.0789  0.083
66 H -5.7357 -1.4786 -1.0698  0.075
67 H -1.7708 -2.7286 -2.1974  0.042
68 H -2.0196 -5.1479 -2.4783  0.106
69 H -3.6140 -6.4015 -1.0613  0.109
70 H -4.9283 -5.1992 0.6608  0.110
71 H -4.6463 -2.8048 0.9890  0.084
72 H -1.5568 1.5581 0.7640  0.082
73 H -1.8483 2.8521 2.8352  0.104
74 H -3.4899 2.1208 4.5396  0.107
75 H -4.8549 0.0979 4.1410  0.108
76 H -4.6325 -1.1504 2.0521  0.081
77 C 3.7303 -3.9913 -1.7993  -0.037
78 C 2.2506 -3.6974 -1.5877  -0.629
79 C 1.5252 -3.6911 -2.9399  -0.055
80 C 1.6398 -4.7429 -0.6539  -0.033
81 N 2.2208 -2.3765 -0.9253  -0.023
82 N 0.9048 -1.8166 -0.8091  -0.091
83 H 3.8619 -5.0035 -2.1845  0.093
84 H 4.2705 -3.9041 -0.8537  0.093
85 H 4.1699 -3.2917 -2.5184  0.090
86 H 1.6426 -4.6542 -3.4414  0.097
87 H 1.9436 -2.9189 -3.5990  0.082
88 H 0.4481 -3.5206 -2.8258  0.039
89 H 1.8111 -5.7483 -1.0476  0.094
90 H 0.5563 -4.6232 -0.5394  0.069
91 H 2.1047 -4.6721 0.3319  0.093
92 H 2.7684 -1.7020 -1.4469  0.088
93 H 0.9356 -1.1958 0.0194  0.022
94 H 0.2418 -2.5565 -0.5805  0.085



Computed, not measured: a molecular structure, C25H44N7O2RuSSe, with the ωB97M-V functional and the def2-TZVPD basis.

For the HOMO-LUMO gap (alpha / beta), the calculation gives 6.1 / 6.1 eV. As for the total charge: +1.

Each line ends with the Löwdin charge.
Positions of all 81 atoms, in Å:
1 Ru 0.1608 0.7532 0.0174  0.884
2 C 2.7341 3.7871 -0.1903  -0.054
3 C 1.2610 3.4079 -0.0430  -0.552
4 C 0.4252 4.6818 -0.2070  -0.035
5 C 0.8514 2.3508 -1.0835  -0.182
6 C 0.9591 2.7521 1.3195  -0.232
7 C 1.9587 2.4924 2.2858  -0.046
8 C 1.6459 1.9691 3.5146  -0.064
9 C 0.3170 1.6586 3.8469  -0.088
10 C -0.6766 1.9170 2.9399  -0.079
11 C -0.3634 2.4774 1.6849  -0.173
12 H 2.8964 4.1970 -1.1876  0.095
13 H 3.4095 2.9358 -0.0781  0.056
14 H 3.0298 4.5465 0.5371  0.096
15 H 0.6633 5.1535 -1.1618  0.093
16 H 0.6337 5.3961 0.5924  0.097
17 H -0.6438 4.4668 -0.2104  0.079
18 H 1.6918 1.9915 -1.6861  0.067
19 H 2.9906 2.7278 2.0647  0.106
20 H 2.4317 1.8024 4.2408  0.111
21 H 0.0828 1.2477 4.8201  0.109
22 H -1.7140 1.7291 3.1876  0.110
23 H -1.1700 2.8798 1.0878  0.069
24 C 1.6951 -1.3000 -2.6450  0.013
25 C 0.6495 -1.8677 -1.7141  -0.684
26 O 0.2678 -3.0247 -1.7755  0.031
27 O 0.1288 -1.0381 -0.8599  -0.360
28 H 2.4875 -0.8288 -2.0637  0.050
29 H 1.2431 -0.5173 -3.2584  0.076
30 H 2.1024 -2.0805 -3.2810  0.086
31 C -1.9538 -0.7309 -4.2768  -0.061
32 N -2.1775 -0.4084 -2.8747  -0.034
33 C -2.0336 0.8209 -2.3306  -0.719
34 S -1.9768 0.9842 -0.5178  0.703
35 N -1.9348 1.9913 -2.7743  -0.051
36 C -1.9448 2.3900 -4.1712  -0.110
37 H -2.2012 -1.7806 -4.4175  0.089
38 H -0.9138 -0.5883 -4.5782  0.081
39 H -2.5969 -0.1419 -4.9259  0.079
40 H -2.0712 -1.1731 -2.2232  0.013
41 H 0.0680 2.7037 -1.7534  0.037
42 H -2.9382 2.2552 -4.6051  0.083
43 H -1.2192 1.8471 -4.7797  0.073
44 H -1.7038 3.4491 -4.2278  0.073
45 C -4.1672 -3.6880 -1.5429  -0.002
46 N -4.6826 -3.2436 -0.2494  -0.112
47 C -5.8422 -3.6895 0.3370  -0.016
48 C -5.9610 -3.0455 1.5218  -0.016
49 N -4.8692 -2.2198 1.6402  -0.115
50 C -4.5962 -1.3247 2.7582  -0.008
51 C -4.0876 -2.3434 0.5532  -0.581
52 Se -2.4324 -1.5048 0.2126  0.866
53 H -4.5714 -4.6746 -1.7513  0.100
54 H -3.0817 -3.7363 -1.5023  0.076
55 H -4.4736 -2.9921 -2.3221  0.102
56 H -6.4728 -4.4252 -0.1282  0.134
57 H -6.7184 -3.1077 2.2821  0.133
58 H -5.3169 -1.5299 3.5443  0.098
59 H -4.6864 -0.2894 2.4366  0.100
60 H -3.5879 -1.5000 3.1247  0.086
61 C 0.8705 -1.5471 2.0989  -0.059
62 N 2.2227 -1.6934 1.5996  -0.136
63 C 2.7371 -3.0534 1.6326  -0.038
64 C 2.8533 -0.6977 0.9300  -0.406
65 N 2.2095 0.2960 0.3878  0.067
66 N 4.2250 -0.8293 0.8161  -0.159
67 C 4.9974 -1.0288 2.0395  -0.042
68 C 4.9191 -0.0083 -0.1569  -0.056
69 H 0.8036 -2.0253 3.0792  0.103
70 H 0.1477 -2.0138 1.4274  0.037
71 H 0.6289 -0.4919 2.2303  0.052
72 H 1.9521 -3.7311 1.2914  0.098
73 H 3.0330 -3.3469 2.6431  0.091
74 H 3.5893 -3.1511 0.9669  0.095
75 H 2.8473 0.9992 0.0426  0.035
76 H 4.4027 -1.5351 2.7922  0.078
77 H 5.3251 -0.0665 2.4490  0.095
78 H 5.8800 -1.6317 1.8265  0.097
79 H 5.0581 1.0271 0.1848  0.090
80 H 4.3870 -0.0042 -1.1065  0.083
81 H 5.9065 -0.4349 -0.3267  0.098



Computed, not measured: 2 unconnected molecules or ions with the total composition C4H12N2S in a non-equilibrium geometry, with the ωB97M-V functional and the def2-TZVPD basis.

For the HOMO-LUMO gap, the calculation gives 6.3 eV.

Each line ends with the Löwdin charge.
Positions of all 19 atoms, in Å:
1 N 2.2943 -0.2412 -1.2148  0.042
2 C 1.1584 -0.1391 -0.2456  -0.440
3 C 0.8965 1.3018 0.1562  -0.237
4 C -0.5716 1.4879 0.6462  -0.661
5 S -1.1861 0.1084 1.5223  0.733
6 C -0.1875 -0.6433 -0.8874  -0.414
7 N 0.0371 -1.7312 -1.7136  0.123
8 H 1.7515 -0.1024 -2.0671  0.057
9 H 2.4541 -1.2433 -1.2948  0.062
10 H 1.3413 -0.6652 0.7054  0.123
11 H 1.4531 1.5731 1.0580  0.109
12 H 1.1553 1.9422 -0.7085  0.122
13 H -0.5703 2.3613 1.2941  0.068
14 H -1.2559 1.8655 -0.1708  0.089
15 H -4.4597 -1.3608 1.2958  0.000
16 H -0.9501 -0.9126 -0.0973  0.029
17 H -0.4270 0.3132 -1.3729  0.124
18 H -4.6568 -2.0738 1.2291  0.013
19 H -0.6776 -1.7307 -2.4606  0.057



For reference, relative energy (zero: lowest compared OMol25 entry of this formula, charge and spin) by record: 0.0000; 1.9053; 5.5037 eV.